Entry 1:
Entry from the Open Molecules 2025 dataset: 2 unconnected molecules or ions with the total composition C25H49BF2N5O7 (the ωB97M-V functional and the def2-TZVPD basis).

Cartesian coordinates (Å):
C 0.18 -0.59 2.58
C -0.93 0.46 2.59
C -0.51 1.90 2.95
C 1.00 2.19 2.92
C 1.30 3.68 3.08
C 0.97 4.49 1.82
C 1.92 5.66 1.54
C 3.35 5.23 1.20
C 3.48 4.87 -0.29
C 4.57 3.86 -0.64
C 4.59 2.56 0.18
C 3.31 1.71 0.11
C 3.24 0.96 -1.21
N 1.90 0.38 -1.50
B 1.81 -1.12 -1.52
O 2.70 -1.71 -2.37
C 0.77 -1.90 -0.64
C 1.42 -2.73 0.49
C 0.91 1.23 -1.71
N 0.96 2.58 -1.60
C -0.23 3.02 -1.91
N -0.57 4.39 -1.82
C -1.24 4.66 -0.58
O -1.33 3.87 0.27
F -1.72 5.88 -0.55
C -1.14 4.91 -3.04
O -1.47 4.25 -3.94
F -1.19 6.22 -3.01
N -1.06 2.04 -2.26
N -0.34 0.89 -2.15
O -0.93 -0.27 -2.51
H -0.26 -1.59 2.48
H 0.76 -0.60 3.50
H 0.85 -0.46 1.72
H -1.72 0.12 3.27
H -1.39 0.48 1.59
H -0.98 2.59 2.23
H -0.90 2.18 3.93
H 1.39 1.87 1.94
H 1.52 1.61 3.69
H 0.68 4.06 3.91
H 2.34 3.83 3.39
H -0.04 4.91 1.92
H 0.95 3.81 0.95
H 1.91 6.33 2.41
H 1.53 6.24 0.70
H 4.01 6.07 1.41
H 3.68 4.40 1.83
H 2.51 4.53 -0.67
H 3.72 5.79 -0.84
H 5.55 4.34 -0.51
H 4.50 3.63 -1.71
H 4.85 2.76 1.22
H 5.41 1.94 -0.22
H 3.36 0.99 0.94
H 2.43 2.33 0.28
H 3.92 0.11 -1.16
H 3.56 1.58 -2.04
H 3.20 -2.47 -2.03
H 0.15 -2.53 -1.29
H 0.09 -1.18 -0.18
H 2.22 -3.38 0.12
H 0.65 -3.39 0.91
H 1.77 -2.09 1.30
H -2.02 2.05 -2.58
H -0.47 -0.58 -3.31
C -4.71 -3.48 -2.50
O -4.36 -4.78 -2.10
C -3.06 -5.17 -2.52
C -2.46 -6.19 -1.59
O -1.98 -5.65 -0.36
C -2.95 -5.27 0.61
C -3.64 -6.43 1.29
O -4.63 -6.99 0.45
C -4.91 -8.34 0.75
H -4.79 -3.40 -3.59
H -5.68 -3.25 -2.06
H -3.98 -2.74 -2.14
H -2.40 -4.29 -2.57
H -3.13 -5.61 -3.52
H -1.56 -6.58 -2.08
H -3.14 -7.02 -1.42
H -3.68 -4.57 0.20
H -2.37 -4.75 1.38
H -4.12 -6.05 2.21
H -2.90 -7.18 1.57
H -4.00 -8.95 0.70
H -5.61 -8.70 0.00
H -5.36 -8.44 1.74

- 2S+1 = 1
- energy (Eh) = -2006.76250
- charge = +1
- LUMO (eV) = -3.25
- orbital gap (eV) = 7.7181

The molecule's Mulliken atomic charges, reported in e, are given here: -0.51 -0.66 -0.35 0.39 -1.21 1.03 -1.77 -0.31 -0.08 -0.99 -1.58 2.42 -1.23 0.20 0.26 -0.56 0.40 -1.28 -0.06 -0.08 -0.11 0.41 0.52 -0.32 -0.27 0.49 -0.39 -0.19 -0.29 0.37 -0.36 0.45 0.46 -0.52 0.35 0.28 -0.06 0.39 -0.64 0.58 0.48 0.44 0.90 -1.13 0.41 0.35 0.46 0.16 -0.28 0.56 0.41 0.40 0.48 0.42 0.43 -1.79 0.41 0.40 0.34 0.15 0.11 0.37 0.22 0.37 0.25 0.44 -0.68 -0.27 -0.33 -0.40 -0.43 -0.28 -0.65 -0.26 -0.79 0.34 0.26 0.21 0.10 0.41 0.41 0.18 0.21 0.32 0.41 0.36 0.34 0.24 0.33

Entry 2:
Entry from the Open Molecules 2025 dataset: 12 unconnected molecules or ions with the total composition C25H49Cl4F18N4O13S (the ωB97M-V functional and the def2-TZVPD basis).

Cartesian coordinates (Å):
N 4.23 7.60 3.30
H 4.27 6.71 2.81
H 4.92 8.16 2.83
H 4.38 7.37 4.27
H 3.36 8.10 3.17
N 6.02 3.97 4.40
H 6.63 4.61 4.88
H 6.46 3.66 3.54
H 5.12 4.38 4.20
H 5.98 3.04 4.79
N 2.41 3.84 3.88
H 1.47 3.78 3.51
H 2.72 2.92 4.13
H 2.39 4.40 4.72
H 3.09 4.19 3.21
N 6.81 2.99 7.96
H 6.72 2.37 7.17
H 6.63 2.52 8.84
H 6.04 3.63 7.81
H 7.68 3.49 7.93
C 3.46 6.97 8.20
F 2.94 6.22 9.14
F 2.47 7.84 7.85
F 4.48 7.70 8.70
S 4.04 5.66 6.79
O 4.57 6.49 5.75
O 4.96 4.70 7.44
O 2.80 5.03 6.29
C -0.04 9.91 6.46
C -1.09 9.98 7.61
O -2.24 10.69 7.16
C -2.19 12.05 7.01
O -1.15 12.68 7.06
C -3.57 12.63 6.73
F -3.60 13.04 5.43
F -4.59 11.71 6.85
F -3.81 13.71 7.55
H 0.33 10.86 6.09
H -0.40 9.36 5.59
H 0.81 9.37 6.89
H -0.60 10.38 8.51
H -1.44 8.99 7.90
C 7.74 7.19 8.60
C 7.51 7.53 10.11
O 6.38 6.87 10.68
C 6.46 5.52 10.96
O 7.34 4.75 10.60
C 5.16 5.00 11.52
F 4.18 5.90 11.59
F 4.70 3.99 10.74
F 5.40 4.56 12.76
H 6.90 7.55 8.00
H 8.09 6.19 8.33
H 8.59 7.75 8.20
H 7.27 8.57 10.33
H 8.40 7.21 10.65
C 6.04 10.43 11.77
C 4.60 10.05 11.43
O 4.07 11.08 10.59
C 2.78 11.11 10.34
O 1.94 10.40 10.95
C 2.38 12.11 9.25
F 2.28 11.36 8.14
F 1.18 12.67 9.43
F 3.36 12.98 9.05
H 6.08 11.31 12.41
H 6.54 10.82 10.88
H 6.46 9.51 12.17
H 4.00 10.01 12.34
H 4.60 9.14 10.83
C -1.50 5.31 6.11
C -0.42 6.25 5.49
O -0.82 6.53 4.16
C 0.09 6.72 3.10
O 1.30 6.88 3.27
C -0.51 7.03 1.71
F -0.10 6.14 0.85
F -1.87 6.95 1.72
F -0.22 8.25 1.29
H -1.25 4.82 7.05
H -1.59 4.41 5.50
H -2.49 5.75 6.23
H 0.52 5.69 5.47
H -0.16 7.11 6.11
C 5.83 10.54 7.54
C 6.67 11.73 8.02
O 7.99 11.41 8.29
C 8.92 11.17 7.39
O 8.71 11.24 6.18
C 10.31 10.82 7.92
F 11.20 11.33 7.06
F 10.60 11.40 9.12
F 10.43 9.49 8.03
H 4.78 10.81 7.40
H 5.83 9.78 8.32
H 6.22 10.07 6.64
H 6.19 12.24 8.85
H 6.71 12.49 7.24
Cl 2.02 7.79 13.12
C 1.08 6.60 12.11
C 0.40 7.26 10.92
Cl -0.55 6.04 10.06
H 0.31 6.12 12.72
H 1.69 5.75 11.80
H 1.15 7.61 10.21
H -0.18 8.16 11.16
Cl 2.00 1.36 10.46
C 2.02 1.70 8.69
C 0.95 2.76 8.33
Cl -0.68 2.11 8.74
H 1.91 0.77 8.13
H 3.02 2.04 8.43
H 0.96 3.08 7.29
H 1.03 3.73 8.83

- 2S+1 = 1
- energy (Eh) = -6214.66682
- charge = +3
- LUMO (eV) = -10.92
- orbital gap (eV) = 4.8352

Results of the Mulliken charge analysis, in e, for atoms 1 through 99: -0.18 0.28 0.44 0.39 0.36 -0.24 0.33 0.47 0.02 0.32 -0.01 0.43 0.42 0.10 0.29 -0.15 0.41 0.42 0.31 0.37 -0.14 -0.12 -0.18 -0.03 1.21 -1.06 -0.67 -0.87 -0.31 -0.23 -0.33 0.46 -0.52 0.75 -0.23 -0.23 -0.22 0.46 0.36 -0.42 0.29 0.28 -0.62 -0.14 -0.21 0.22 -0.63 1.10 -0.22 -0.25 -0.26 0.04 0.15 0.31 -0.02 0.51 -1.31 0.75 -0.22 0.38 -0.58 0.82 -0.19 -0.21 -0.24 0.44 0.05 0.44 0.45 -0.47 -1.30 1.77 -0.24 0.45 -0.58 0.77 -0.24 -0.23 -0.21 0.19 0.39 0.40 -0.93 -0.29 -0.45 -0.66 -0.32 0.42 -0.58 0.84 -0.22 -0.24 -0.23 0.17 -0.11 0.57 0.30 0.49 -0.17